1.
{"formula": "C9H23N4O6S", "method": "ωB97M-V with the def2-TZVPD basis set", "orbital_gap_ha": 0.2051, "homo_ev": -11.89, "energy_ha": -1424.92444, "de_lowest_kcal_mol": 39.1, "spin_multiplicity": 1, "charge": 1, "species": ["N", "C", "O", "N", "C", "C", "C", "S", "O", "O", "O", "C", "N", "N", "H", "H", "H", "H", "H", "H", "H", "H", "H", "H", "H", "C", "C", "O", "H", "H", "H", "H", "H", "H", "C", "C", "O", "H", "H", "H", "H", "H", "H"], "positions_angstrom": [[-0.620, -0.300, 2.728], [-0.420, 0.245, 1.713], [-0.219, 0.841, 0.567], [-0.853, 0.068, -0.465], [-1.818, 0.869, -1.232], [-3.214, 0.520, -0.697], [-4.046, -0.164, -1.792], [-3.540, -1.870, -1.847], [-2.117, -1.847, -2.039], [-4.296, -2.625, -2.775], [-3.850, -2.406, -0.389], [0.062, -0.616, -1.271], [0.555, -0.030, -2.400], [0.432, -1.860, -0.888], [-1.739, 0.688, -2.291], [-1.617, 1.911, -1.020], [-3.086, -0.163, 0.131], [-3.733, 1.410, -0.383], [-3.909, 0.297, -2.758], [-5.087, -0.094, -1.515], [-4.813, -2.435, -0.313], [1.557, 0.129, -2.194], [0.529, -0.747, -3.126], [0.991, -1.971, -0.056], [0.037, -2.633, -1.406], [5.931, -0.922, -3.194], [4.565, -0.465, -3.659], [3.687, -0.233, -2.542], [5.849, -1.837, -2.607], [6.588, -1.109, -4.043], [6.396, -0.167, -2.556], [4.094, -1.227, -4.278], [4.644, 0.454, -4.246], [4.091, 0.447, -1.994], [-0.848, 1.915, 6.636], [0.449, 2.353, 5.981], [1.034, 1.295, 5.222], [-0.673, 1.059, 7.287], [-1.282, 2.723, 7.226], [-1.576, 1.607, 5.882], [1.180, 2.641, 6.734], [0.277, 3.214, 5.325], [0.406, 1.037, 4.544]]}



2.
{"formula": "C6H16N2O", "method": "ωB97M-V with the def2-TZVPD basis set", "orbital_gap_ha": 0.3252, "homo_ev": -8.02, "energy_ha": -422.76430, "de_lowest_kcal_mol": 139.6, "spin_multiplicity": 1, "species": ["C", "C", "C", "C", "C", "C", "N", "N", "O", "H", "H", "H", "H", "H", "H", "H", "H", "H", "H", "H", "H", "H", "H", "H", "H"], "positions_angstrom": [[-1.216, 0.638, -0.539], [1.978, -0.278, 1.464], [-1.717, -0.367, -1.557], [-2.297, 1.108, 0.402], [-0.465, 1.792, -1.182], [3.082, -0.951, 0.661], [-0.063, -0.576, 0.385], [-0.207, -1.912, 0.787], [1.843, 0.984, 1.437], [0.573, 0.090, -0.023], [1.859, -0.789, 2.446], [0.332, -2.611, 0.281], [0.149, -1.916, 1.744], [-2.341, 0.158, -2.287], [-0.880, -0.816, -2.091], [-2.267, -1.172, -1.073], [-1.947, 1.896, 1.064], [-3.082, 1.573, -0.205], [-2.696, 0.270, 0.972], [0.506, 1.447, -1.537], [-0.199, 2.550, -0.450], [-1.025, 2.202, -2.028], [4.064, -0.666, 1.036], [3.050, -0.615, -0.376], [2.966, -2.038, 0.667]]}



3.
{"formula": "C43H51AsFI2InN2O7P", "method": "ωB97M-V with the def2-TZVPD basis set", "orbital_gap_ha": 0.2916, "homo_ev": -10.52, "energy_ha": -5767.87572, "de_lowest_kcal_mol": 3.2, "spin_multiplicity": 1, "charge": 1, "species": ["In", "O", "C", "O", "C", "C", "C", "C", "C", "C", "P", "C", "C", "C", "C", "C", "C", "C", "C", "C", "C", "C", "C", "H", "H", "H", "H", "H", "H", "H", "H", "H", "H", "H", "H", "H", "H", "C", "C", "C", "C", "C", "C", "C", "F", "C", "C", "C", "O", "C", "C", "N", "C", "C", "O", "O", "H", "H", "H", "H", "H", "H", "H", "H", "H", "H", "H", "C", "C", "As", "C", "C", "C", "C", "H", "H", "H", "H", "H", "H", "H", "H", "H", "H", "H", "H", "H", "H", "H", "C", "C", "N", "O", "H", "H", "H", "H", "H", "I", "I", "C", "C", "O", "H", "H", "H", "H", "H", "H"], "positions_angstrom": [[-0.457, -0.453, -0.049], [2.482, -0.514, 1.776], [1.391, -0.126, 2.200], [0.247, -0.676, 1.939], [1.348, 1.118, 3.030], [2.325, 1.317, 4.001], [2.320, 2.472, 4.759], [1.357, 3.448, 4.531], [0.400, 3.263, 3.548], [0.375, 2.093, 2.789], [-0.947, 1.846, 1.545], [-2.395, 1.828, 2.650], [-3.253, 2.906, 2.839], [-4.323, 2.797, 3.719], [-4.529, 1.623, 4.427], [-3.660, 0.552, 4.260], [-2.602, 0.650, 3.371], [-0.997, 3.388, 0.592], [-2.127, 3.702, -0.162], [-2.125, 4.795, -1.013], [-0.986, 5.580, -1.134], [0.152, 5.261, -0.409], [0.150, 4.169, 0.448], [3.081, 0.557, 4.146], [3.069, 2.620, 5.526], [1.350, 4.353, 5.123], [-0.345, 4.032, 3.375], [-3.095, 3.831, 2.298], [-4.990, 3.639, 3.856], [-5.360, 1.545, 5.116], [-3.809, -0.360, 4.825], [-1.919, -0.184, 3.242], [-3.009, 3.075, -0.114], [-3.006, 5.019, -1.598], [-0.984, 6.433, -1.800], [1.047, 5.862, -0.506], [1.049, 3.924, 0.998], [1.119, 2.501, -6.756], [2.330, 2.470, -5.842], [3.483, 1.694, -6.458], [4.722, 1.829, -5.591], [4.412, 1.462, -4.165], [5.412, 1.077, -3.304], [5.121, 0.714, -1.991], [6.142, 0.360, -1.199], [3.847, 0.694, -1.508], [2.806, 1.071, -2.372], [1.439, 1.011, -1.887], [1.253, 0.610, -0.691], [0.425, 1.425, -2.774], [0.787, 1.854, -4.031], [2.030, 1.883, -4.504], [3.085, 1.477, -3.685], [-1.056, 1.486, -2.461], [-1.796, 2.045, -3.257], [-1.447, 0.958, -1.353], [1.446, 2.859, -7.731], [0.337, 3.177, -6.413], [0.693, 1.504, -6.888], [2.665, 3.495, -5.654], [3.670, 2.079, -7.460], [3.193, 0.644, -6.560], [5.085, 2.860, -5.633], [5.530, 1.198, -5.961], [6.443, 1.043, -3.637], [3.624, 0.397, -0.493], [-0.006, 2.202, -4.675], [-5.908, 0.487, 0.036], [-4.485, 0.245, 0.522], [-3.399, -0.990, -0.539], [-3.925, -0.449, -2.342], [-3.230, -1.178, -3.482], [-4.536, -2.589, -0.274], [-4.015, -3.936, -0.762], [-6.427, 1.146, 0.735], [-6.489, -0.434, -0.029], [-5.925, 0.968, -0.941], [-4.479, -0.149, 1.540], [-3.931, 1.182, 0.557], [-3.713, 0.618, -2.401], [-5.005, -0.598, -2.383], [-2.156, -0.992, -3.461], [-3.602, -0.809, -4.439], [-3.402, -2.257, -3.455], [-5.473, -2.355, -0.782], [-4.771, -2.624, 0.793], [-3.683, -3.890, -1.799], [-4.804, -4.687, -0.703], [-3.181, -4.302, -0.162], [0.306, -2.810, -3.839], [-0.252, -2.646, -2.461], [-0.798, -3.690, -1.864], [-0.221, -1.517, -1.922], [-0.402, -3.330, -4.484], [1.222, -3.402, -3.775], [0.535, -1.830, -4.248], [-0.671, -4.607, -2.259], [-1.045, -3.611, -0.879], [2.469, -2.527, 0.370], [2.600, -4.804, -1.113], [-1.035, -3.426, 3.292], [-0.763, -3.894, 1.882], [-1.234, -2.932, 0.903], [-0.659, -4.160, 4.006], [-2.109, -3.317, 3.470], [-0.545, -2.471, 3.478], [-1.248, -4.853, 1.681], [0.301, -4.004, 1.692], [-2.145, -2.703, 1.127]]}



Copy entry 1 word for word.
{"formula": "C9H23N4O6S", "method": "ωB97M-V with the def2-TZVPD basis set", "orbital_gap_ha": 0.2051, "homo_ev": -11.89, "energy_ha": -1424.92444, "de_lowest_kcal_mol": 39.1, "spin_multiplicity": 1, "charge": 1, "species": ["N", "C", "O", "N", "C", "C", "C", "S", "O", "O", "O", "C", "N", "N", "H", "H", "H", "H", "H", "H", "H", "H", "H", "H", "H", "C", "C", "O", "H", "H", "H", "H", "H", "H", "C", "C", "O", "H", "H", "H", "H", "H", "H"], "positions_angstrom": [[-0.620, -0.300, 2.728], [-0.420, 0.245, 1.713], [-0.219, 0.841, 0.567], [-0.853, 0.068, -0.465], [-1.818, 0.869, -1.232], [-3.214, 0.520, -0.697], [-4.046, -0.164, -1.792], [-3.540, -1.870, -1.847], [-2.117, -1.847, -2.039], [-4.296, -2.625, -2.775], [-3.850, -2.406, -0.389], [0.062, -0.616, -1.271], [0.555, -0.030, -2.400], [0.432, -1.860, -0.888], [-1.739, 0.688, -2.291], [-1.617, 1.911, -1.020], [-3.086, -0.163, 0.131], [-3.733, 1.410, -0.383], [-3.909, 0.297, -2.758], [-5.087, -0.094, -1.515], [-4.813, -2.435, -0.313], [1.557, 0.129, -2.194], [0.529, -0.747, -3.126], [0.991, -1.971, -0.056], [0.037, -2.633, -1.406], [5.931, -0.922, -3.194], [4.565, -0.465, -3.659], [3.687, -0.233, -2.542], [5.849, -1.837, -2.607], [6.588, -1.109, -4.043], [6.396, -0.167, -2.556], [4.094, -1.227, -4.278], [4.644, 0.454, -4.246], [4.091, 0.447, -1.994], [-0.848, 1.915, 6.636], [0.449, 2.353, 5.981], [1.034, 1.295, 5.222], [-0.673, 1.059, 7.287], [-1.282, 2.723, 7.226], [-1.576, 1.607, 5.882], [1.180, 2.641, 6.734], [0.277, 3.214, 5.325], [0.406, 1.037, 4.544]]}